[1]
Molecular formula: C6H11N
Method: DFT, ωB97M-V/def2-TZVPD

Properties
Highest occupied orbital energy = -8.41 eV
Kohn-Sham gap = 0.34326 hartree
SMILES = C=C(C)N=C(C)C
Energy above the lowest of the compared OMol25 structures with the same formula, charge and spin = 1.985 eV

The geometry in XYZ format:
```
18
Properties=species:S:1:pos:R:3:lowdin_charge:R:1
C 1.242 0.307 -0.276 -0.433
C 2.270 -0.397 -0.766 0.038
C -1.055 -0.078 -0.447 -0.327
C 1.462 0.926 1.032 -0.071
C -0.982 -1.099 0.727 -0.005
C -2.343 0.512 -1.077 -0.021
N -0.009 0.465 -0.957 0.107
H 2.144 -0.914 -1.689 0.048
H 3.219 -0.521 -0.368 0.037
H 0.596 1.426 1.395 0.068
H 2.341 1.550 1.081 0.087
H 1.511 0.080 1.688 0.073
H -0.281 -1.773 0.319 0.066
H -1.881 -1.635 1.060 0.083
H -0.541 -0.727 1.617 0.051
H -3.059 -0.195 -0.826 0.036
H -2.226 0.755 -2.137 0.088
H -2.410 1.321 -0.376 0.076
```

[2]
Molecular formula: C24H23FN2O4
Method: DFT, ωB97M-V/def2-TZVPD

Properties
Highest occupied orbital energy = -8.71 eV
Kohn-Sham gap = 0.27650 hartree

The geometry in XYZ format:
```
54
Properties=species:S:1:pos:R:3:lowdin_charge:R:1
C 3.494 3.524 -1.963 -0.083
H 3.538 2.708 -2.555 0.029
H 2.971 4.342 -2.631 0.116
C 2.425 3.317 -0.924 -0.236
C 2.890 2.333 -0.103 -0.341
O 3.981 1.448 -0.346 -0.119
N 2.372 1.847 1.104 -0.011
C 0.892 2.608 1.267 0.030
H 0.400 2.895 0.356 0.089
C 0.013 1.683 2.227 -0.054
H -1.006 1.913 2.088 0.141
H 0.362 1.552 3.043 0.045
C -0.029 0.422 1.654 -0.204
C 1.350 -0.474 1.530 0.066
H 1.509 -0.715 0.471 0.111
C 2.587 0.621 1.832 -0.077
H 3.501 0.400 1.596 0.043
H 2.603 0.932 2.897 0.133
H 1.309 -1.222 2.255 0.088
C -0.715 0.064 0.292 -0.365
C -0.933 -1.185 -0.404 -0.028
C -0.031 -1.258 -1.648 -0.199
N 0.269 -0.022 -1.798 0.157
O 0.074 0.754 -0.691 -0.047
C -0.127 -2.117 -2.805 -0.166
C -0.558 -3.418 -2.360 -0.021
C -0.184 -4.259 -3.241 -0.160
C 0.401 -4.250 -4.523 0.027
C 1.195 -2.932 -4.612 0.027
C 0.871 -1.902 -3.633 -0.055
H 1.183 -0.957 -3.916 0.096
H 1.638 -2.587 -5.599 0.110
H 0.657 -4.970 -5.166 0.047
H -0.623 -5.272 -3.153 0.118
H -1.029 -3.573 -1.518 0.067
H -0.595 -2.187 0.284 0.202
H -2.079 -1.392 -0.602 0.190
C -2.048 0.589 0.599 -0.194
O -2.676 1.505 -0.341 -0.040
C -2.764 0.051 1.561 -0.163
C -4.170 0.305 1.968 0.118
C -4.651 -0.451 2.881 -0.199
C -4.018 -0.943 3.788 -0.077
C -2.645 -0.976 3.735 0.092
C -2.082 -0.485 2.465 -0.345
O -0.851 -0.555 2.674 0.078
H -2.166 -1.546 4.545 0.136
H -4.660 -1.312 4.824 0.226
F -6.289 -0.130 2.922 -0.157
H -4.688 0.804 0.952 0.219
H 1.112 3.438 1.920 0.112
H 2.252 4.148 -0.359 0.095
H 1.293 3.030 -1.382 0.209
H 4.477 3.859 -1.460 0.125
```

[3]
Molecular formula: C5H10O2
Method: DFT, ωB97M-V/def2-TZVPD

Properties
Highest occupied orbital energy = -8.51 eV
Kohn-Sham gap = 0.34277 hartree
SMILES = COC[C@@H](C)C=O
Energy above the lowest of the compared OMol25 structures with the same formula, charge and spin = 4.350 eV

The geometry in XYZ format:
```
17
Properties=species:S:1:pos:R:3:lowdin_charge:R:1
C -2.485 0.907 -0.101 -0.113
O -1.473 -0.055 0.042 -0.192
C -0.228 0.430 -0.409 -0.271
C 0.779 -0.616 -0.140 -0.330
C 2.219 -0.261 -0.451 -0.066
C 0.603 -0.928 1.491 -0.103
O 0.946 -2.072 1.290 -0.016
H -2.251 1.821 0.467 0.090
H -3.407 0.469 0.287 0.090
H -2.631 1.182 -1.157 0.090
H 0.070 1.328 0.147 0.134
H -0.255 0.635 -1.483 0.132
H 0.499 -1.506 -0.772 0.157
H 2.909 -1.080 -0.212 0.086
H 2.326 -0.036 -1.520 0.085
H 2.501 0.615 0.136 0.083
H -0.120 -0.833 2.386 0.143
```

[4]
Molecular formula: C5H10N2O3
Method: DFT, ωB97M-V/def2-TZVPD

Properties
Highest occupied orbital energy = -9.68 eV
Kohn-Sham gap = 0.36737 hartree
SMILES = C[C@H](NC(=O)CN)C(=O)O
Energy above the lowest of the compared OMol25 structures with the same formula, charge and spin = 3.273 eV

The geometry in XYZ format:
```
20
Properties=species:S:1:pos:R:3:lowdin_charge:R:1
C 2.341 -0.872 -0.347 -0.266
C 0.856 -0.956 0.064 -0.393
C -1.154 0.321 0.326 -0.292
C -2.390 -0.606 -0.190 -0.335
C -1.545 1.772 0.430 -0.049
H 2.475 1.042 0.409 0.096
H 3.444 0.907 -1.093 0.188
H 2.835 -1.648 0.430 0.155
H 2.375 -1.545 -1.301 0.155
H 0.320 0.821 -1.032 0.101
H -0.714 0.104 1.417 0.188
H -1.496 2.434 -0.495 0.119
H -2.481 1.572 0.884 0.074
H -0.930 2.210 1.149 0.052
H -1.283 -2.036 0.373 0.068
N 2.533 0.491 -0.458 -0.054
N 0.004 0.059 -0.508 0.090
O 0.362 -1.700 0.928 0.011
O -3.514 -0.397 -0.701 0.060
O -2.038 -1.973 -0.285 0.032
```

[5]
Molecular formula: C5H5Cl2O3P
Method: DFT, ωB97M-V/def2-TZVPD

Properties
Highest occupied orbital energy (alpha / beta) = -9.15 / -9.15 eV
Kohn-Sham gap (alpha / beta) = 0.27699 / 0.27694 hartree
Energy above the lowest of the compared OMol25 structures with the same formula, charge and spin = 2.402 eV

The geometry in XYZ format:
```
16
Properties=species:S:1:pos:R:3:lowdin_charge:R:1
C -1.330 0.737 -1.693 0.034
C -1.551 0.696 -0.405 -0.153
C 0.751 -1.277 0.442 -0.687
C -1.456 -0.599 0.274 -0.199
C 2.093 0.678 0.369 -1.268
O 0.758 -2.009 -0.467 0.125
O 1.897 -0.235 2.958 -0.353
O -0.263 -0.714 1.037 -0.049
P 2.110 -0.590 1.579 0.780
Cl 2.693 0.495 -1.286 0.581
Cl 2.288 2.271 0.858 0.659
H -1.088 1.597 -2.250 0.049
H -1.243 -0.298 -2.192 0.110
H -1.800 1.578 0.178 0.114
H -1.514 -1.422 -0.361 0.090
H -2.345 -0.907 0.958 0.165
```